ORCA calculation (ωB97M-V/def2-TZVPD) on a 4-piece molecular cluster, C22H71BN11O5P4 overall at a distorted geometry.

Values from the calculation:
Kohn-Sham gap, eV: 3.68
E_HOMO, eV: -3.6942
DFT total energy, eV: -88416.24449
Charge: -1

XYZ file:
```
114
Properties=species:S:1:pos:R:3:forces:R:3:mulliken_charge:R:1
C 0.863 5.619 2.450 0.8 -0.3 -0.2 -0.503
C 0.599 5.063 0.933 0.0 1.1 -0.9 -0.373
C -0.755 4.169 0.731 0.0 -1.7 0.5 -0.109
N -1.731 4.178 1.877 1.4 -0.3 -1.4 -0.076
P -2.749 5.633 1.942 -1.1 -0.2 0.7 0.685
N -2.330 5.885 3.689 0.1 1.0 1.4 -0.890
C -3.906 7.200 1.999 -1.6 2.5 -0.4 -0.923
B -3.126 8.571 1.457 -0.4 -0.9 -0.3 0.785
O -3.019 8.772 -0.020 1.7 -0.4 2.2 -0.586
O -2.579 9.584 2.393 1.2 -1.9 -1.2 -0.648
H 2.013 5.892 2.572 -2.3 -0.5 -0.4 0.330
H 0.650 4.775 3.246 0.2 1.9 -1.5 0.020
H 0.248 6.609 2.634 1.1 -2.4 -0.2 0.033
H 0.504 6.026 0.234 0.3 -2.0 1.4 0.168
H 1.499 4.441 0.513 -1.5 1.2 1.0 0.360
H -1.362 4.409 -0.259 1.4 -0.1 2.1 0.066
H -0.394 3.038 0.604 -0.7 2.2 0.1 -0.047
H -1.312 3.913 2.793 -0.3 0.5 -1.2 0.105
H -1.703 6.524 1.513 0.8 0.2 -0.1 -0.523
H -3.211 5.438 0.580 0.5 -0.1 -0.2 -0.054
H -3.847 4.811 2.408 -0.4 -0.1 0.0 -0.122
H -2.236 6.910 3.898 -0.1 -1.3 -0.2 0.204
H -3.135 5.557 4.267 0.8 0.4 -0.7 0.258
H -4.285 7.374 3.092 0.4 -0.3 -2.0 0.130
H -4.796 6.961 1.275 1.4 0.5 1.4 0.191
H -2.059 8.717 -0.316 -1.8 0.3 0.7 0.274
H -1.674 9.319 2.739 -1.7 0.3 -0.6 0.305
O -0.855 1.585 4.259 4.2 -0.9 2.3 -0.678
P -1.023 0.158 4.834 -8.2 1.2 -4.5 0.728
N -1.358 -0.486 3.264 0.8 -0.8 -1.1 0.223
C -2.192 -1.633 2.924 0.0 -0.2 0.1 -0.675
C -0.224 -0.452 2.335 0.0 0.7 -0.3 -0.898
N -2.546 0.577 5.556 -0.6 0.5 1.3 0.215
C -3.827 0.064 5.097 0.1 -0.7 0.3 -1.242
C -2.736 1.987 5.931 0.4 0.2 -0.1 -1.168
N -1.215 -1.483 5.496 2.8 0.7 2.3 -0.083
C -1.549 -1.555 6.939 -0.6 0.0 0.5 -0.994
C 0.057 -2.232 5.379 0.2 -0.5 -0.5 -1.123
H -1.735 -2.588 3.202 0.0 -0.3 0.0 0.280
H -2.377 -1.673 1.840 0.3 0.3 0.2 0.263
H -3.184 -1.596 3.357 0.1 0.1 0.3 0.153
H 0.454 -1.295 2.492 0.1 -0.3 -0.1 0.220
H 0.364 0.465 2.438 -0.2 -0.1 0.2 0.236
H -0.562 -0.481 1.292 -0.1 0.0 0.2 0.187
H -4.061 0.395 4.081 0.0 0.0 -0.1 0.316
H -4.646 0.393 5.751 0.3 0.2 0.0 0.415
H -3.866 -1.026 5.158 0.1 0.0 -0.2 0.382
H -2.990 2.606 5.061 0.1 0.1 0.1 0.452
H -1.835 2.392 6.403 -0.1 0.0 -0.3 0.292
H -3.540 2.097 6.671 0.0 -0.4 -0.1 0.317
H -0.854 -0.953 7.536 -0.1 -0.2 0.1 0.353
H -1.511 -2.591 7.300 0.3 0.0 -0.3 0.381
H -2.568 -1.227 7.157 0.3 0.2 -0.3 0.293
H 0.867 -1.717 5.909 0.0 -0.3 0.1 0.379
H 0.364 -2.353 4.340 -0.1 0.2 -0.1 0.252
H -0.039 -3.246 5.782 -0.1 0.2 0.0 0.417
O 0.244 -0.143 -2.234 3.6 -0.3 -3.2 -0.835
P -0.465 -0.362 -3.593 -7.4 0.6 5.8 1.020
N -1.409 1.074 -3.384 0.1 1.4 -0.5 0.121
C -2.746 1.350 -3.895 -0.1 0.1 -0.3 -0.827
C -0.638 2.320 -3.418 0.3 0.1 0.7 -1.024
N -1.390 -1.684 -2.950 0.0 -1.5 0.3 0.359
C -2.824 -1.630 -2.713 -0.2 -0.1 -0.8 -1.350
C -0.782 -2.444 -1.846 0.5 0.2 -0.2 -0.966
N -1.281 -0.614 -5.155 3.3 -1.3 -1.3 -0.102
C -1.280 -2.008 -5.659 -0.4 -0.6 0.0 -0.835
C -0.595 0.158 -6.217 -0.2 0.7 -0.3 -1.117
H -2.763 1.514 -4.976 -0.1 0.1 -0.2 0.262
H -3.161 2.256 -3.429 0.5 -0.1 0.0 0.389
H -3.472 0.580 -3.658 0.2 -0.2 -0.1 0.187
H -0.440 2.648 -4.443 -0.1 0.2 -0.2 0.278
H 0.328 2.221 -2.915 -0.2 -0.2 0.0 0.313
H -1.168 3.131 -2.903 0.0 -0.2 -0.1 0.281
H -3.085 -0.894 -1.946 -0.1 0.1 0.0 0.322
H -3.212 -2.604 -2.386 0.4 0.1 0.1 0.408
H -3.374 -1.425 -3.635 0.0 0.2 0.1 0.436
H -0.887 -1.919 -0.889 0.1 0.0 0.0 0.173
H 0.281 -2.627 -2.035 -0.2 0.1 0.2 0.280
H -1.245 -3.434 -1.742 -0.2 0.2 -0.2 0.370
H -0.268 -2.430 -5.655 -0.1 -0.1 -0.1 0.217
H -1.672 -2.056 -6.683 0.2 0.4 0.0 0.391
H -1.933 -2.668 -5.084 0.3 0.3 0.2 0.280
H 0.456 -0.139 -6.302 -0.1 0.0 -0.3 0.367
H -0.624 1.230 -6.025 0.0 0.0 0.3 0.260
H -1.081 0.016 -7.189 0.0 -0.1 0.2 0.411
O 2.448 -4.146 -1.894 -1.4 -4.6 0.7 -0.692
P 3.679 -4.991 -2.305 3.3 8.6 -1.3 0.848
N 4.684 -4.166 -1.163 0.6 -0.2 1.4 0.130
C 6.117 -3.910 -1.251 0.3 -0.2 0.0 -0.814
C 4.349 -4.422 0.241 -0.6 0.4 0.1 -1.087
N 3.814 -4.145 -3.816 -0.6 0.0 -1.4 0.189
C 4.894 -3.225 -4.135 0.5 -0.5 -0.2 -1.257
C 2.573 -3.591 -4.379 -0.2 -0.3 0.2 -1.328
N 5.093 -5.963 -2.777 -2.4 -2.8 -0.3 -0.100
C 5.029 -6.570 -4.128 0.2 0.1 -0.8 -0.978
C 5.244 -7.119 -1.865 0.4 -0.1 0.6 -1.138
H 6.720 -4.811 -1.109 0.2 -0.1 0.0 0.272
H 6.431 -3.192 -0.479 -0.4 -0.2 0.0 0.379
H 6.421 -3.443 -2.181 -0.2 -0.2 -0.2 0.182
H 4.783 -5.361 0.598 0.2 -0.1 0.2 0.283
H 3.269 -4.479 0.402 0.1 0.0 -0.3 0.284
H 4.712 -3.616 0.890 0.0 -0.1 -0.2 0.373
H 4.888 -2.345 -3.485 0.1 0.1 0.1 0.331
H 4.826 -2.873 -5.173 -0.3 -0.1 0.2 0.403
H 5.867 -3.720 -4.091 0.0 0.1 0.2 0.398
H 2.292 -2.649 -3.889 -0.1 0.0 0.0 0.480
H 1.746 -4.301 -4.280 0.1 0.2 0.1 0.353
H 2.676 -3.395 -5.454 0.3 -0.1 0.1 0.372
H 4.091 -7.119 -4.271 0.2 -0.1 -0.1 0.354
H 5.865 -7.262 -4.288 -0.1 0.0 0.4 0.380
H 5.126 -5.834 -4.930 -0.3 0.1 0.4 0.286
H 4.347 -7.750 -1.878 0.2 -0.2 0.0 0.387
H 5.416 -6.806 -0.836 -0.1 0.2 0.0 0.269
H 6.110 -7.733 -2.139 -0.2 0.2 -0.1 0.419
```
Forces are in eV/Å.